(1)
Computed, not measured: 2 unconnected molecules or ions with the total composition CH3NS2 at a distorted geometry, with the ωB97M-V functional and the def2-TZVPD basis.

As for the spin multiplicity: 1. The calculation puts the electronic energy at -24242.0765 eV. As for the charge: 0. For the frontier orbital gap (alpha / beta), the calculation gives 8.42 / 5.84 eV. The HOMO energy (alpha / beta) is -8.57 / -7.01 eV.

XYZ file:
```
7
Properties=species:S:1:pos:R:3:lowdin_charge:R:1
S 1.7214 0.0141 -0.0667 0.652
S -1.6959 0.6671 -0.0802 0.484
N -1.3546 -1.0164 0.0503 -0.467
C 1.0322 1.3786 0.0983 -0.630
H -0.5869 -1.3607 -0.5857 -0.002
H 0.2901 2.1779 0.2870 -0.049
H -2.1849 -1.6037 0.0283 0.010
```



(2)
Computed, not measured: 2 unconnected molecules or ions with the total composition CH3NS2 at a distorted geometry, with the ωB97M-V functional and the def2-TZVPD basis.

As for the spin multiplicity: 1. The calculation puts the electronic energy at -24243.1343 eV. As for the charge: 0. For the frontier orbital gap (alpha / beta), the calculation gives 8.32 / 8.32 eV. The HOMO energy (alpha / beta) is -8.77 / -8.77 eV.

XYZ file:
```
7
Properties=species:S:1:pos:R:3:lowdin_charge:R:1
S 1.6321 -0.2102 -1.3385 0.638
S 0.0204 1.4153 0.7356 0.754
N -1.0085 -1.1087 -0.1711 -0.024
C 0.5510 0.2348 -0.2482 -1.278
H -1.4964 -0.8704 0.6571 -0.057
H 0.8916 2.5616 0.4152 -0.021
H -0.5903 -2.0225 -0.0500 -0.012
```



(3)
Computed, not measured: a molecular structure, CH3NiO5P at a distorted geometry, with the ωB97M-V functional and the def2-TZVPD basis.

As for the spin multiplicity: 3. The calculation puts the electronic energy at -61656.3641 eV. The expectation value of S² is 2.01. As for the charge: -2. For the frontier orbital gap (alpha / beta), the calculation gives 5.98 / 5.88 eV. The HOMO energy (alpha / beta) is 0.10 / 0.20 eV.

XYZ file:
```
11
Properties=species:S:1:pos:R:3:lowdin_spin:R:1
Ni 18.1664 30.4890 16.0050 1.638
P 18.3592 28.6796 17.2787 0.001
O 17.9548 28.4478 15.7751 0.085
O 17.4142 29.7869 17.7106 0.082
O 18.1707 32.3943 15.3398 0.047
O 19.6180 29.5944 16.9410 0.130
O 18.7376 27.4717 18.0595 0.013
C 18.4321 33.5627 14.5621 0.002
H 18.3768 33.3848 13.4881 0.001
H 19.4765 33.8633 14.6462 0.001
H 17.8321 34.4470 14.7769 0.000
```



(4)
Computed, not measured: 2 unconnected molecules or ions with the total composition CH3O2 at a distorted geometry, with the ωB97M-V functional and the def2-TZVPD basis.

As for the spin multiplicity: 1. The calculation puts the electronic energy at -5166.1739 eV. As for the charge: +1. For the frontier orbital gap (alpha / beta), the calculation gives 8.37 / 8.34 eV. The HOMO energy (alpha / beta) is -18.33 / -18.32 eV.

XYZ file:
```
6
Properties=species:S:1:pos:R:3:lowdin_charge:R:1
O -0.1230 0.6790 0.1404 0.160
O 1.6099 -0.1210 -0.1281 0.212
C -1.0286 -0.0542 0.1050 0.108
H 2.2973 0.6037 -0.2316 0.146
H -0.6783 -1.2195 -0.1200 0.222
H -2.0773 0.1121 0.2342 0.151
```



(5)
Computed, not measured: a gas-phase ion, CH3O2S (charge -1) at a distorted geometry, with the ωB97M-V functional and the def2-TZVPD basis.

As for the spin multiplicity: 1. The calculation puts the electronic energy at -16013.8257 eV. Its structure (SMILES) is [O-]SCO. As for the charge: -1. For the frontier orbital gap, the calculation gives 5.86 eV. The HOMO energy is -1.64 eV.

XYZ file:
```
7
Properties=species:S:1:pos:R:3:lowdin_charge:R:1
S 0.8930 1.3000 0.8783 0.446
O -0.1813 -1.1832 -1.3142 -0.146
O -0.2851 2.1736 1.0983 -0.888
C 0.0782 -0.5647 -0.0056 -0.370
H 0.6292 -1.1008 0.6313 -0.050
H -0.8072 -0.2437 0.4698 -0.007
H -0.3268 -0.3813 -1.7580 0.015
```



(6)
Computed, not measured: 2 unconnected molecules or ions with the total composition CH3O3 at a distorted geometry, with the ωB97M-V functional and the def2-TZVPD basis.

As for the spin multiplicity: 1. The calculation puts the electronic energy at -7229.6394 eV. As for the charge: -1. For the frontier orbital gap, the calculation gives 8.74 eV. The HOMO energy is -4.28 eV.

XYZ file:
```
7
Properties=species:S:1:pos:R:3:lowdin_charge:R:1
O 0.3414 0.1394 0.3356 -0.146
O -0.6870 -1.9201 0.3934 -0.152
O -0.0042 2.3727 -0.8819 -0.063
C 0.2957 -1.1238 0.4393 -0.624
H -0.4557 1.9795 -1.6177 0.012
H 0.1931 1.6482 -0.3785 -0.108
H 1.2862 -1.6207 0.5845 0.081
```



(7)
Computed, not measured: 2 unconnected molecules or ions with the total composition CH3O3 at a distorted geometry, with the ωB97M-V functional and the def2-TZVPD basis.

As for the spin multiplicity: 1. The calculation puts the electronic energy at -7229.5477 eV. As for the charge: -1. For the frontier orbital gap, the calculation gives 8.91 eV. The HOMO energy is -4.25 eV.

XYZ file:
```
7
Properties=species:S:1:pos:R:3:lowdin_charge:R:1
O -0.9649 -0.4648 -1.4912 -0.113
O 0.1591 1.5999 1.8263 -0.133
O 0.7003 -0.3880 0.0403 -0.173
C -0.0418 -0.9570 -0.8319 -0.652
H 0.9979 1.1050 1.7958 0.011
H 0.3294 -1.9143 -1.0404 0.056
H -0.3115 0.9073 1.3267 0.004
```



(8)
Computed, not measured: 2 unconnected molecules or ions with the total composition CH3O3 at a distorted geometry, with the ωB97M-V functional and the def2-TZVPD basis.

As for the spin multiplicity: 1. The calculation puts the electronic energy at -7229.8096 eV. As for the charge: -1. For the frontier orbital gap, the calculation gives 8.92 eV. The HOMO energy is -4.37 eV.

XYZ file:
```
7
Properties=species:S:1:pos:R:3:lowdin_charge:R:1
O 0.2365 -1.0534 -0.5578 -0.162
O 0.8153 0.3356 1.1261 -0.139
O -1.6208 1.1994 -0.8760 -0.121
C 0.9475 -0.6955 0.4297 -0.658
H -1.0049 0.5243 -0.5201 -0.017
H 1.7513 -1.4291 0.6924 0.080
H -2.1742 1.4125 -0.1031 0.018
```



(9)
Computed, not measured: a gas-phase ion, CH3O3 (charge +1) at a distorted geometry, with the ωB97M-V functional and the def2-TZVPD basis.

As for the spin multiplicity: 1. The calculation puts the electronic energy at -7210.1162 eV. As for the charge: +1. For the frontier orbital gap (alpha / beta), the calculation gives 8.22 / 8.22 eV. The HOMO energy (alpha / beta) is -18.34 / -18.34 eV.

XYZ file:
```
7
Properties=species:S:1:pos:R:3:lowdin_charge:R:1
O -1.4082 0.4864 0.4023 0.033
O -3.3575 -0.3508 -0.5183 0.320
O -2.8109 0.2766 0.3059 0.184
C -0.2118 0.1947 -0.1882 0.021
H -0.4670 -0.2852 -1.2177 0.167
H 0.3488 -0.4163 0.5279 0.142
H 0.3779 1.0956 -0.1891 0.132
```



(10)
Computed, not measured: 2 unconnected molecules or ions with the total composition CH3O3S at a distorted geometry, with the ωB97M-V functional and the def2-TZVPD basis.

As for the spin multiplicity: 1. The calculation puts the electronic energy at -18062.5865 eV. As for the charge: -1. For the frontier orbital gap, the calculation gives 6.43 eV. The HOMO energy is -2.27 eV.

XYZ file:
```
8
Properties=species:S:1:pos:R:3:lowdin_charge:R:1
S -1.2643 0.8716 -0.2477 0.715
O -0.7895 2.1598 -0.8711 -0.728
O -1.2701 -0.5551 -1.1732 -0.465
O 0.9118 -1.2550 -0.0680 -0.216
C 0.8371 -0.3370 0.8017 -0.305
H 0.4445 -0.3550 1.7658 0.011
H -0.4532 -1.0118 -1.0401 -0.073
H 1.5839 0.4825 0.8326 0.061
```



(11)
Computed, not measured: 2 unconnected molecules or ions with the total composition CH3O4 at a distorted geometry, with the ωB97M-V functional and the def2-TZVPD basis.

As for the spin multiplicity: 1. The calculation puts the electronic energy at -9258.2435 eV. As for the charge: +1. For the frontier orbital gap (alpha / beta), the calculation gives 9.65 / 9.65 eV. The HOMO energy (alpha / beta) is -17.40 / -17.40 eV.

XYZ file:
```
8
Properties=species:S:1:pos:R:3:lowdin_charge:R:1
O -0.4077 1.3908 0.9164 0.190
O -0.0649 -3.0093 -0.5898 0.216
O 0.5493 -0.9845 -0.2252 -0.010
O -0.1594 -2.0067 0.0795 -0.005
C -0.0371 0.9764 -0.1768 0.021
H -0.8868 0.5204 -0.7685 0.156
H 0.1537 1.7738 1.6516 0.223
H 0.8529 1.3390 -0.8873 0.209
```



(12)
Computed, not measured: 2 unconnected molecules or ions with the total composition CH3O4S at a distorted geometry, with the ωB97M-V functional and the def2-TZVPD basis.

As for the spin multiplicity: 1. The calculation puts the electronic energy at -20105.3874 eV. As for the charge: -1. For the frontier orbital gap (alpha / beta), the calculation gives 7.76 / 4.79 eV. The HOMO energy (alpha / beta) is -3.96 / -2.43 eV.

XYZ file:
```
9
Properties=species:S:1:pos:R:3:lowdin_charge:R:1
S 0.5708 -1.2289 -0.1366 0.520
O 0.8327 -1.6719 1.2189 -0.470
O -2.0952 -0.3338 0.4165 -0.101
O 0.9685 -2.2092 -1.1048 -0.459
O -3.3122 -0.8316 0.0775 -0.152
C 1.2572 0.2838 -0.4574 -0.291
H 1.2475 0.4750 -1.5527 -0.007
H 0.6794 0.9174 0.1256 -0.069
H -2.0963 -0.4822 1.3068 0.029
```



Copy entry 12 word for word.
Computed, not measured: 2 unconnected molecules or ions with the total composition CH3O4S at a distorted geometry, with the ωB97M-V functional and the def2-TZVPD basis.

As for the spin multiplicity: 1. The calculation puts the electronic energy at -20105.3874 eV. As for the charge: -1. For the frontier orbital gap (alpha / beta), the calculation gives 7.76 / 4.79 eV. The HOMO energy (alpha / beta) is -3.96 / -2.43 eV.

XYZ file:
```
9
Properties=species:S:1:pos:R:3:lowdin_charge:R:1
S 0.5708 -1.2289 -0.1366 0.520
O 0.8327 -1.6719 1.2189 -0.470
O -2.0952 -0.3338 0.4165 -0.101
O 0.9685 -2.2092 -1.1048 -0.459
O -3.3122 -0.8316 0.0775 -0.152
C 1.2572 0.2838 -0.4574 -0.291
H 1.2475 0.4750 -1.5527 -0.007
H 0.6794 0.9174 0.1256 -0.069
H -2.0963 -0.4822 1.3068 0.029
```



> Which formula does entry 10 have?

CH3O3S



> Which formula does entry 10 have?

CH3O3S



> Look up the charge of the fourth one.

+1